Record 1
The following is a quantum chemistry calculation of C6H14BrF3LiO5S as an isolated structure at a distorted geometry, from the Open Molecules 2025 dataset.

```
31
Properties=species:S:1:pos:R:3:mulliken_charge:R:1
Li -1.85 -0.24 -0.09 0.662
Br -4.26 -0.67 -0.51 -0.889
C 0.18 0.87 3.40 0.565
F 1.18 0.70 2.53 -0.222
F 0.74 0.90 4.62 -0.249
F -0.28 2.11 3.16 -0.239
S -1.36 -0.34 3.25 1.005
O -1.74 -0.27 1.85 -0.431
O -0.89 -1.68 3.67 -0.685
O -2.38 0.27 4.12 -0.635
C 1.95 -1.20 -1.01 -1.326
C 0.58 -1.37 -1.52 0.759
C 0.37 -2.63 -2.44 -1.385
O -0.30 -1.57 -0.46 -0.397
H 2.54 -2.05 -0.67 0.408
H 1.89 -0.45 -0.21 0.236
H 2.60 -0.97 -1.85 0.388
H 0.20 -0.50 -2.04 0.056
H -0.64 -2.65 -2.84 0.355
H 0.52 -3.55 -1.88 0.363
H 1.04 -2.55 -3.30 0.381
H -0.03 -2.40 -0.05 0.254
C 0.61 2.54 -1.44 -1.201
C -0.12 1.90 -0.25 0.557
O -1.46 1.65 -0.57 -0.488
H 1.59 2.91 -1.14 0.340
H 0.03 3.35 -1.89 0.393
H 0.74 1.80 -2.23 0.230
H 0.07 2.64 0.53 0.299
H 0.36 0.96 0.03 -0.351
H -1.90 2.48 -0.77 0.248
```

Calculated values
DFT total energy: -3892.73012 hartree
HOMO-LUMO gap: 7.01 eV
LUMO: 2.45 eV
F_max: 3.12 eV Å⁻¹
HOMO level: -4.565 eV
Total charge: -1
Relative energy (zero: lowest compared OMol25 entry of this formula, charge and spin): 28.5 kcal per mole


Record 2
The following is a quantum chemistry calculation of a 2-piece molecular cluster, C2H2NOS2 overall at a distorted geometry, from the Open Molecules 2025 dataset.

```
8
Properties=species:S:1:pos:R:3:mulliken_charge:R:1
C -1.28 0.69 0.67 -0.434
C 0.39 -0.11 3.79 0.506
N -0.23 0.10 0.07 -0.285
O 0.13 -1.18 3.39 -0.252
S -2.62 0.99 -0.27 -0.648
S 0.82 1.28 4.36 -0.313
H 0.59 -0.14 0.60 0.205
H -0.25 -0.23 -0.90 0.220
```

Calculated values
DFT total energy: -1003.78574 hartree
HOMO-LUMO gap: 4.54 eV
LUMO: 2.86 eV
F_max: 2.63 eV Å⁻¹
HOMO level: -1.680 eV
Total charge: -1
Relative energy (zero: lowest compared OMol25 entry of this formula, charge and spin): 40.8 kcal per mole